1.
{"formula": "C6H3FO8Y", "method": "ωB97M-V/def2-TZVPD", "species": ["C", "C", "O", "C", "O", "O", "O", "F", "H", "O", "C", "C", "O", "C", "O", "O", "Y", "H", "H"], "xyz": [[2.38, 0.88, -0.26], [1.54, -0.27, -0.42], [1.98, -1.40, 0.27], [3.04, -1.19, 1.10], [3.77, -0.19, 0.74], [3.10, -1.79, 2.16], [1.87, 2.05, -0.03], [3.39, 1.02, -1.20], [1.26, -0.39, -1.47], [-1.80, 1.89, 0.08], [-2.28, 0.75, -0.01], [-1.75, -0.50, -0.44], [-2.67, -1.45, 0.05], [-3.78, -0.83, 0.43], [-4.87, -1.30, 0.52], [-3.53, 0.52, 0.46], [0.03, 3.27, -0.11], [-0.11, -0.43, -0.36], [-1.56, -0.64, -1.51]], "de_lowest_ev": 5.731, "spin_multiplicity": 1, "charge": 1, "homo_lumo_gap_ev": 3.72, "homo_energy_ev": -11.50}

2.
{"formula": "C3H2FNOS", "method": "ωB97M-V/def2-TZVPD", "species": ["F", "C", "C", "N", "C", "S", "O", "H", "H"], "xyz": [[-2.13, -1.39, 0.00], [-1.04, -0.65, 0.19], [-0.81, 0.64, 0.00], [0.60, 0.85, -0.08], [1.09, -0.42, -0.07], [2.67, -0.93, 0.07], [0.04, -1.37, -0.18], [-1.41, 1.58, 0.41], [0.98, 1.69, -0.33]], "de_lowest_ev": 1.099, "spin_multiplicity": 1, "charge": 0, "smiles": "Fc1c[nH]c(=S)o1", "homo_lumo_gap_ev": 8.97, "homo_energy_ev": -8.61}

3.
{"formula": "C43H56AuN7O4P2S", "method": "ωB97M-V/def2-TZVPD", "species": ["Au", "C", "C", "C", "C", "C", "C", "P", "C", "C", "C", "C", "C", "C", "C", "C", "C", "C", "C", "C", "H", "H", "H", "H", "H", "H", "H", "H", "H", "H", "H", "H", "H", "H", "N", "P", "N", "C", "C", "C", "C", "C", "N", "C", "C", "C", "C", "C", "N", "C", "C", "C", "C", "C", "H", "H", "H", "H", "H", "H", "H", "H", "H", "H", "H", "H", "H", "H", "H", "H", "H", "H", "H", "H", "H", "H", "H", "H", "H", "H", "H", "H", "H", "H", "C", "N", "C", "S", "N", "C", "H", "H", "H", "H", "H", "H", "H", "H", "O", "C", "O", "C", "C", "C", "C", "C", "C", "N", "O", "O", "H", "H", "H", "H"], "xyz": [[0.87, 1.48, 0.26], [-2.30, 5.52, -4.81], [-0.93, 5.35, -4.60], [-0.47, 4.77, -3.44], [-1.37, 4.34, -2.45], [-2.74, 4.51, -2.67], [-3.20, 5.11, -3.84], [-0.80, 3.38, -1.01], [-2.02, 0.59, 0.22], [-1.96, 0.96, 1.56], [-3.01, 1.62, 2.18], [-4.17, 1.93, 1.47], [-4.25, 1.56, 0.14], [-3.19, 0.90, -0.49], [0.60, 4.30, -0.40], [0.80, 5.69, -0.43], [1.87, 6.23, 0.25], [2.74, 5.40, 0.96], [2.55, 4.03, 1.00], [1.48, 3.47, 0.32], [-2.65, 5.98, -5.72], [-0.22, 5.67, -5.36], [0.59, 4.63, -3.28], [-3.44, 4.19, -1.91], [-4.26, 5.24, -4.00], [-1.05, 0.74, 2.12], [-2.92, 1.92, 3.22], [-4.98, 2.46, 1.94], [-5.14, 1.79, -0.44], [-3.27, 0.66, -1.54], [0.11, 6.32, -0.97], [2.03, 7.30, 0.24], [3.58, 5.84, 1.50], [3.25, 3.42, 1.56], [-0.87, 0.00, -0.35], [-1.01, -1.21, -1.39], [0.47, -1.91, -1.62], [1.77, -1.26, -1.45], [2.80, -2.24, -0.93], [2.93, -3.43, -1.88], [1.57, -4.06, -2.10], [0.56, -3.02, -2.57], [-1.70, -0.69, -2.80], [-1.37, 0.65, -3.30], [-0.56, 0.59, -4.59], [-1.32, -0.21, -5.64], [-1.66, -1.60, -5.11], [-2.42, -1.50, -3.79], [-1.97, -2.51, -0.99], [-1.44, -3.38, 0.10], [-2.52, -4.32, 0.60], [-3.68, -3.56, 1.24], [-3.96, -2.26, 0.47], [-3.44, -2.35, -0.96], [1.69, -0.43, -0.75], [2.10, -0.85, -2.42], [2.48, -2.58, 0.06], [3.76, -1.72, -0.80], [3.64, -4.16, -1.49], [3.33, -3.08, -2.84], [1.22, -4.51, -1.17], [1.63, -4.86, -2.85], [-0.43, -3.46, -2.71], [0.89, -2.63, -3.55], [-0.84, 1.19, -2.52], [-2.30, 1.20, -3.49], [0.41, 0.13, -4.38], [-0.38, 1.61, -4.93], [-0.73, -0.29, -6.56], [-2.24, 0.32, -5.89], [-0.73, -2.16, -4.95], [-2.26, -2.15, -5.83], [-2.60, -2.49, -3.38], [-3.39, -1.03, -3.97], [-1.06, -2.77, 0.92], [-0.61, -3.95, -0.30], [-2.06, -5.00, 1.32], [-2.88, -4.94, -0.23], [-3.44, -3.33, 2.28], [-4.57, -4.20, 1.25], [-3.48, -1.41, 0.97], [-5.03, -2.04, 0.45], [-3.71, -1.46, -1.51], [-3.90, -3.20, -1.47], [-1.28, -2.80, 5.64], [-0.91, -2.22, 4.36], [0.27, -2.44, 3.72], [0.66, -1.55, 2.36], [1.05, -3.40, 4.27], [2.32, -3.83, 3.71], [-2.25, -2.38, 5.93], [-0.56, -2.57, 6.43], [-1.40, -3.88, 5.57], [-1.40, -1.42, 4.03], [0.70, -3.90, 5.06], [2.65, -3.09, 3.00], [2.22, -4.79, 3.20], [3.05, -3.93, 4.51], [3.10, 0.75, 0.89], [2.89, 1.04, 2.10], [1.79, 1.42, 2.55], [4.05, 0.93, 3.06], [5.16, 0.17, 2.72], [6.23, 0.06, 3.60], [6.20, 0.73, 4.82], [5.09, 1.50, 5.11], [4.01, 1.61, 4.27], [5.06, 2.22, 6.41], [6.01, 2.08, 7.15], [4.09, 2.91, 6.64], [5.17, -0.33, 1.76], [7.09, -0.55, 3.35], [7.01, 0.67, 5.52], [3.15, 2.20, 4.53]], "s2": 2.024, "spin_multiplicity": 3, "charge": 0, "homo_lumo_gap_ev": [6.88, 6.35], "homo_energy_ev": [-6.77, -7.77]}

4.
{"formula": "C19H19ClN4OS", "method": "ωB97M-V/def2-TZVPD", "species": ["C", "N", "C", "C", "N", "N", "C", "O", "C", "C", "C", "C", "C", "C", "C", "Cl", "S", "N", "C", "C", "C", "C", "C", "C", "C", "C", "H", "H", "H", "H", "H", "H", "H", "H", "H", "H", "H", "H", "H", "H", "H", "H", "H", "H", "H"], "xyz": [[-1.61, 1.10, -3.14], [-0.50, 1.68, -3.87], [0.16, 2.77, -3.19], [1.05, 2.30, -2.03], [2.03, 1.37, -2.57], [3.12, 1.10, -1.74], [3.22, 0.37, -0.60], [4.28, 0.26, -0.03], [1.97, -0.28, -0.09], [1.10, 0.41, 0.72], [-0.07, -0.23, 1.18], [-1.05, 0.45, 2.00], [-1.07, 1.72, 2.49], [-2.22, 2.00, 3.25], [-3.05, 0.92, 3.34], [-4.54, 0.85, 4.17], [-2.45, -0.46, 2.47], [-0.36, -1.48, 0.87], [0.49, -2.19, 0.12], [0.18, -3.54, -0.17], [1.03, -4.29, -0.93], [2.22, -3.75, -1.43], [2.55, -2.45, -1.17], [1.70, -1.64, -0.39], [1.39, 0.21, -3.17], [0.49, 0.71, -4.31], [-2.09, 0.36, -3.78], [-1.35, 0.62, -2.19], [-2.34, 1.89, -2.93], [-0.60, 3.46, -2.81], [0.78, 3.29, -3.92], [1.59, 3.15, -1.60], [0.43, 1.85, -1.24], [3.99, 1.52, -2.05], [1.31, 1.43, 1.00], [-0.30, 2.45, 2.31], [-2.42, 2.94, 3.73], [-0.74, -3.93, 0.22], [0.79, -5.32, -1.15], [2.88, -4.37, -2.01], [3.48, -2.03, -1.53], [2.16, -0.45, -3.56], [0.78, -0.35, -2.44], [-0.02, -0.14, -4.77], [1.11, 1.20, -5.06]], "de_lowest_ev": 1.959, "spin_multiplicity": 1, "charge": 0, "smiles": "CN1CCN(NC(=O)c2cc(-c3ccc(Cl)s3)nc3ccccc23)CC1", "homo_lumo_gap_ev": 7.88, "homo_energy_ev": -8.28}

5.
{"formula": "C4H7N2OS", "method": "ωB97M-V/def2-TZVPD", "species": ["N", "C", "C", "C", "C", "O", "N", "S", "H", "H", "H", "H", "H", "H", "H"], "xyz": [[-2.33, 0.65, -0.23], [-0.96, 0.02, -0.42], [-0.46, -0.80, 0.47], [0.85, -1.27, 0.37], [2.07, -0.62, -0.08], [3.12, -1.16, -0.34], [2.12, 0.77, 0.12], [1.08, 2.00, -0.10], [-2.41, 0.94, 0.75], [-3.15, 0.10, -0.40], [-2.51, 1.56, -0.79], [-0.31, 0.37, -1.26], [-1.18, -1.24, 1.29], [0.93, -2.28, 0.72], [3.13, 0.94, -0.11]], "de_lowest_ev": 3.831, "spin_multiplicity": 1, "charge": 1, "smiles": "[NH3+]/C=C/C=C(/[O-])[NH+]=S", "homo_lumo_gap_ev": [6.93, 6.99], "homo_energy_ev": [-12.63, -12.38]}

6.
{"formula": "C48H63Br2NO3P3SiTi", "method": "ωB97M-V/def2-TZVPD", "species": ["Ti", "C", "C", "C", "P", "C", "C", "C", "C", "C", "C", "C", "C", "C", "Si", "C", "C", "C", "C", "C", "C", "P", "C", "C", "C", "C", "C", "C", "C", "C", "C", "C", "C", "C", "P", "C", "C", "C", "C", "C", "C", "H", "H", "H", "H", "H", "H", "H", "H", "H", "H", "H", "H", "H", "H", "H", "H", "H", "H", "H", "H", "H", "H", "H", "H", "H", "H", "H", "H", "H", "H", "H", "H", "H", "H", "H", "H", "H", "H", "H", "H", "H", "H", "H", "H", "H", "H", "H", "H", "H", "H", "H", "H", "H", "H", "Br", "C", "C", "C", "C", "C", "N", "C", "O", "O", "H", "H", "H", "O", "H", "H", "Br", "C", "C", "C", "C", "C", "C", "H", "H", "H", "H"], "xyz": [[-0.94, -1.33, -0.02], [0.28, 5.80, 1.28], [0.93, 5.02, 0.19], [2.27, 4.43, 0.64], [-0.08, 3.54, -0.39], [-1.56, 4.39, -1.08], [-2.18, 3.58, -2.17], [-2.70, 4.75, -0.10], [0.83, 2.99, -1.81], [1.16, 3.92, -2.80], [1.58, 3.57, -4.08], [1.54, 2.20, -4.44], [1.21, 1.27, -3.45], [0.98, 1.60, -2.11], [1.03, 0.13, -0.83], [2.41, -1.09, -1.47], [3.39, -0.69, -2.37], [4.29, -1.61, -2.93], [4.13, -2.97, -2.67], [3.13, -3.41, -1.77], [2.41, -2.43, -1.09], [1.26, -2.92, 0.22], [2.27, -3.02, 1.78], [2.77, -4.38, 2.32], [3.55, -2.18, 1.77], [0.91, -4.79, -0.04], [0.62, -5.32, -1.48], [-0.18, -5.24, 1.00], [1.90, 0.79, 0.73], [3.20, 1.30, 0.42], [4.06, 1.83, 1.38], [3.64, 1.80, 2.70], [2.41, 1.30, 3.05], [1.51, 0.85, 2.06], [-0.04, 0.03, 2.39], [0.39, -0.99, 3.97], [-0.52, -2.24, 3.98], [0.25, -0.18, 5.29], [-1.30, 1.39, 2.75], [-2.63, 0.81, 3.36], [-0.82, 2.52, 3.58], [0.88, 6.70, 1.42], [0.21, 5.22, 2.23], [-0.70, 6.25, 1.06], [1.17, 5.70, -0.62], [2.13, 3.71, 1.41], [2.92, 5.21, 1.00], [2.75, 3.94, -0.21], [-1.13, 5.34, -1.33], [-1.54, 3.29, -2.95], [-2.93, 4.13, -2.69], [-2.63, 2.62, -1.82], [-3.12, 3.89, 0.39], [-3.56, 5.28, -0.65], [-2.46, 5.43, 0.73], [1.11, 4.97, -2.55], [1.90, 4.24, -4.84], [1.91, 1.80, -5.39], [1.35, 0.21, -3.59], [3.44, 0.36, -2.70], [5.04, -1.39, -3.68], [4.68, -3.75, -3.16], [2.90, -4.44, -1.54], [1.49, -2.66, 2.46], [3.55, -4.77, 1.70], [2.00, -5.15, 2.44], [3.28, -4.16, 3.27], [4.23, -2.54, 0.97], [4.24, -2.25, 2.59], [3.31, -1.16, 1.59], [1.85, -5.24, 0.37], [0.96, -4.59, -2.18], [-0.49, -5.29, -1.51], [1.01, -6.31, -1.76], [-1.19, -4.78, 0.70], [-0.05, -4.77, 1.95], [-0.39, -6.26, 1.23], [3.58, 1.38, -0.57], [4.98, 2.30, 1.13], [4.33, 2.30, 3.40], [2.20, 1.20, 4.07], [1.39, -1.39, 3.86], [-1.58, -2.08, 4.12], [-0.43, -2.87, 4.83], [-0.31, -2.99, 3.13], [-0.76, 0.01, 5.59], [0.75, 0.76, 5.14], [0.76, -0.57, 6.17], [-1.39, 1.69, 1.68], [-2.45, 0.57, 4.42], [-3.01, 0.02, 2.74], [-3.40, 1.60, 3.35], [-0.67, 2.36, 4.62], [-1.53, 3.38, 3.54], [0.10, 3.02, 3.37], [-3.62, 1.50, -4.92], [-4.50, 0.97, -3.37], [-5.90, 1.05, -3.40], [-6.64, 0.70, -2.28], [-5.88, 0.32, -1.17], [-4.49, 0.26, -1.27], [-3.78, 0.63, -2.33], [-3.70, -0.35, -0.15], [-4.34, -0.95, 0.73], [-2.46, -0.16, -0.21], [-6.41, 1.35, -4.39], [-7.71, 0.78, -2.22], [-6.25, -0.04, -0.19], [-2.14, -2.59, 1.35], [-2.02, -2.71, 2.32], [-3.04, -2.21, 1.31], [-2.45, -4.48, -5.71], [-1.75, -3.56, -4.17], [-2.40, -3.62, -2.97], [-1.96, -2.88, -1.89], [-0.73, -2.17, -1.93], [-0.06, -2.16, -3.16], [-0.58, -2.77, -4.31], [-3.27, -4.21, -2.88], [-2.60, -2.88, -1.04], [0.88, -1.58, -3.13], [-0.21, -2.73, -5.28]], "de_lowest_ev": 1.690, "spin_multiplicity": 1, "charge": 1, "homo_lumo_gap_ev": [6.82, 6.82], "homo_energy_ev": [-10.10, -10.10]}

Number 1: E_tot -26396.943 eV. Number 2: E_tot -20231.635 eV. Number 3: E_tot -97223.684 eV. Number 4: E_tot -51376.494 eV. Number 5: E_tot -20113.656 eV. Number 6: E_tot -257369.658 eV.